Computed, not measured: 16 unconnected molecules or ions with the total composition C24H30Cl45IO4 at a distorted geometry, with wB97M-V/def2-TZVPD.

The HOMO-LUMO gap is 9.32 eV. The HOMO energy is -0.3481 hartree.

Each atom is followed by the atoms it is bonded to, with distances in Å.
Atoms and positions in Å:
1 C 0.90466 4.00578 1.20088  C2 1.628, H15 1.143, H16 1.149, H17 1.145
2 C 0.25780 2.55192 0.85912  C1 1.628, C3 1.626, C4 1.625, H18 1.157
3 C 0.70509 2.14844 -0.65127  C2 1.626, H19 1.156, H20 1.153, H21 1.154
4 C -1.35410 2.69219 1.01211  C2 1.625, C5 1.629, C6 1.604, H22 1.162
5 C -1.71949 3.22223 2.50898  C4 1.629, H23 1.156, H24 1.163, H25 1.154
6 C -2.14534 1.32924 0.71611  C4 1.604, O7 1.455, H26 1.147, H27 1.160
7 O -3.57274 1.37400 0.99401  C6 1.455, C8 1.430
8 C -4.20508 2.51880 0.41510  O7 1.430, O9 1.478, C13 1.609, H28 1.144
9 O -5.57633 2.40128 0.95413  C8 1.478, C10 1.449
10 C -6.25560 3.40801 0.16396  O9 1.449, O11 1.253, O12 1.458
11 O -7.33282 3.94249 0.51699  C10 1.253
12 O -5.53264 3.66834 -1.07545  C10 1.458, C13 1.474
13 C -4.58789 2.53977 -1.14796  C8 1.609, O12 1.474, I14 2.221, H29 1.142
14 I -5.98727 0.91396 -1.72397  C13 2.221
15 H 1.89439 4.18848 0.65976  C1 1.143
16 H 0.17635 4.83448 0.87913  C1 1.149
17 H 1.09010 4.04305 2.33033  C1 1.145
18 H 0.69197 1.79576 1.61986  C2 1.157
19 H 1.86051 2.13008 -0.64783  C3 1.156
20 H 0.34389 2.91897 -1.42879  C3 1.153
21 H 0.25039 1.13208 -0.95354  C3 1.154
22 H -1.66036 3.51948 0.25644  C4 1.162
23 H -2.56798 2.60420 2.99283  C5 1.156
24 H -2.14534 4.30249 2.44686  C5 1.163
25 H -0.80871 3.18143 3.21624  C5 1.154
26 H -1.92531 0.94053 -0.34059  C6 1.147
27 H -1.70669 0.53324 1.43718  C6 1.160
28 H -3.91617 3.56943 0.76236  C8 1.144
29 H -3.67509 2.66978 -1.82142  C13 1.142
30 C -3.24623 3.00679 6.36715  Cl31 1.769, Cl32 1.770, Cl33 1.770, H34 1.089
31 Cl -1.95279 1.98739 5.72244  C30 1.769
32 Cl -2.63809 4.63105 6.72116  C30 1.770
33 Cl -4.60317 3.08478 5.23273  C30 1.770
34 H -3.60097 2.56293 7.29604  C30 1.089
35 C -6.52444 3.80892 8.33845  Cl36 1.769, Cl37 1.771, Cl38 1.769, H39 1.089
36 Cl -5.65847 5.21851 8.96630  C35 1.769
37 Cl -5.86366 2.31649 9.02468  C35 1.771
38 Cl -8.25513 3.93783 8.68152  C35 1.769
39 H -6.39053 3.77764 7.25844  C35 1.089
40 C -2.75250 -1.70062 -3.08364  Cl41 1.770, Cl42 1.770, Cl43 1.768, H44 1.089
41 Cl -3.00912 -0.47768 -1.83052  C40 1.770
42 Cl -2.15091 -0.95132 -4.56965  C40 1.770
43 Cl -1.62901 -2.94205 -2.51436  C40 1.768
44 H -3.70783 -2.17538 -3.30157  C40 1.089
45 C 0.72172 -5.82535 -4.63243  Cl46 1.765, Cl47 1.770, Cl48 1.770, H49 1.089
46 Cl -0.71515 -6.77078 -5.02953  C45 1.765
47 Cl 0.82289 -4.38442 -5.65592  C45 1.770
48 Cl 0.71241 -5.37457 -2.92106  C45 1.770
49 H 1.60001 -6.44055 -4.81997  C45 1.089
50 C -1.72758 7.36154 2.77968  Cl51 1.770, Cl52 1.769, Cl53 1.771, H54 1.089
51 Cl -2.07637 6.03737 3.90154  C50 1.770
52 Cl -0.29075 8.25332 3.30039  C50 1.769
53 Cl -1.51524 6.74579 1.13285  C50 1.771
54 H -2.57529 8.04462 2.78223  C50 1.089
55 C 3.25975 -2.93949 -1.97949  Cl56 1.770, Cl57 1.770, Cl58 1.771, H59 1.089
56 Cl 2.92758 -1.21002 -1.79796  C55 1.770
57 Cl 4.74544 -3.19269 -2.90689  C55 1.770
58 Cl 3.37488 -3.72066 -0.39464  C55 1.771
59 H 2.43308 -3.39149 -2.52588  C55 1.089
60 C 8.99893 -3.52347 -3.20359  Cl61 1.770, Cl62 1.769, Cl63 1.770, H64 1.089
61 Cl 10.25430 -4.56883 -3.88585  C60 1.770
62 Cl 9.66061 -1.92869 -2.81903  C60 1.769
63 Cl 7.63527 -3.38028 -4.32291  C60 1.770
64 H 8.63904 -3.97667 -2.28150  C60 1.089
65 C -0.56820 -8.20050 0.39051  Cl66 1.769, Cl67 1.770, Cl68 1.769, H69 1.089
66 Cl -0.28693 -8.99430 -1.16564  C65 1.769
67 Cl 0.91895 -8.16785 1.35039  C65 1.770
68 Cl -1.18819 -6.56116 0.14865  C65 1.769
69 H -1.31635 -8.77266 0.93694  C65 1.089
70 C -3.23090 -10.01514 -4.04309  Cl71 1.770, Cl72 1.769, Cl73 1.770, H74 1.088
71 Cl -3.79661 -8.61137 -4.96164  C70 1.770
72 Cl -1.46307 -10.05611 -3.99579  C70 1.769
73 Cl -3.89734 -9.99252 -2.40402  C70 1.770
74 H -3.58079 -10.91656 -4.54291  C70 1.088
75 C -2.79778 -5.24547 -8.27307  Cl76 1.770, Cl77 1.773, Cl78 1.770, H79 1.089
76 Cl -3.23186 -6.57629 -7.18982  C75 1.770
77 Cl -1.31822 -4.43728 -7.72456  C75 1.773
78 Cl -2.60452 -5.83421 -9.93083  C75 1.770
79 H -3.60793 -4.51850 -8.26000  C75 1.089
80 C 6.40868 0.98854 -3.21414  Cl81 1.770, Cl82 1.769, Cl83 1.770, H84 1.089
81 Cl 4.75488 1.23921 -2.63530  C80 1.770
82 Cl 6.58294 -0.62788 -3.91119  C80 1.769
83 Cl 6.84928 2.22856 -4.39802  C80 1.770
84 H 7.08480 1.07015 -2.36484  C80 1.089
85 C 1.67266 3.86898 6.12888  Cl86 1.769, Cl87 1.770, Cl88 1.770, H89 1.089
86 Cl 1.22763 5.15221 4.99559  C85 1.769
87 Cl 1.60161 2.28643 5.33882  C85 1.770
88 Cl 3.28612 4.15953 6.79484  C85 1.770
89 H 0.95715 3.87399 6.94958  C85 1.089
90 C -2.89531 -5.74050 3.86818  Cl91 1.770, Cl92 1.769, Cl93 1.770, H94 1.088
91 Cl -1.65937 -6.81922 3.20452  C90 1.770
92 Cl -2.19388 -4.16803 4.27524  C90 1.769
93 Cl -4.23175 -5.54806 2.72413  C90 1.770
94 H -3.28669 -6.18750 4.78020  C90 1.088
95 C -0.02954 11.55963 0.44997  Cl96 1.770, Cl97 1.769, Cl98 1.770, H99 1.088
96 Cl 0.52795 11.77159 2.11611  C95 1.770
97 Cl 1.33206 11.64558 -0.67650  C95 1.769
98 Cl -0.88797 10.02226 0.27170  C95 1.770
99 H -0.72039 12.36720 0.21465  C95 1.088
100 C 13.73513 -3.49518 -2.90927  Cl101 1.770, Cl102 1.769, Cl103 1.770, H104 1.089
101 Cl 13.47285 -2.27404 -1.65569  C100 1.770
102 Cl 14.33977 -2.74383 -4.39275  C100 1.769
103 Cl 14.85759 -4.73943 -2.34000  C100 1.770
104 H 12.78070 -3.97018 -3.13060  C100 1.089

Here are the Mulliken charges for atoms 1 to 5, given in e: atom 1 (C): -0.52, atom 2 (C): 0.13, atom 3 (C): -1.09, atom 4 (C): 0.52, atom 5 (C): -0.26